This record from OMol25 describes a cluster of 6 separate species, C18H50N2O7 in total. The level of theory is ωB97M-V/def2-TZVPD.

Geometry (Å):
C 0.020 -1.579 1.002
C -1.362 -1.948 1.457
O -2.285 -1.242 0.633
H 0.323 -2.002 0.044
H 0.704 -2.027 1.723
H 0.050 -0.489 1.015
H -1.592 -1.497 2.423
H -1.665 -2.980 1.631
H -1.868 -1.407 -0.215
C -5.379 -1.668 5.795
C -4.058 -2.196 5.098
O -4.065 -3.516 5.264
H -5.298 -0.594 5.965
H -5.644 -2.085 6.767
H -6.214 -1.895 5.132
H -3.134 -1.752 5.470
H -3.872 -2.048 4.034
H -4.938 -3.811 4.996
C 2.918 -0.288 -0.988
C 3.901 -0.725 0.181
O 4.820 -1.612 -0.449
H 3.400 0.396 -1.686
H 1.990 0.137 -0.607
H 2.530 -1.156 -1.522
H 3.302 -1.210 0.952
H 4.387 0.047 0.778
H 5.385 -1.090 -1.024
C 0.446 -5.379 2.787
C 0.927 -6.304 3.851
O 0.935 -5.570 5.042
H 0.296 -6.118 1.999
H 1.266 -4.720 2.502
H -0.469 -4.978 3.223
H 1.957 -6.634 3.719
H 0.413 -7.200 4.198
H 0.028 -5.537 5.355
C 4.649 0.925 -8.644
O 3.931 0.863 -7.391
C 2.570 1.179 -7.276
C 1.873 0.768 -5.865
N 0.427 0.712 -5.996
C -0.169 0.173 -4.757
C -0.350 1.221 -3.663
O -0.477 0.774 -2.322
C -0.338 1.800 -1.396
H 5.542 0.310 -8.528
H 4.775 1.983 -8.874
H 4.091 0.525 -9.491
H 2.142 0.489 -8.003
H 2.365 2.193 -7.618
H 2.206 1.478 -5.108
H 2.300 -0.186 -5.557
H 0.373 0.064 -6.768
H 0.462 -0.630 -4.376
H -1.159 -0.259 -4.898
H -1.179 1.835 -4.014
H 0.385 2.024 -3.706
H -1.081 2.554 -1.136
H 0.624 2.297 -1.523
H -0.032 1.460 -0.406
C 0.581 5.041 2.000
C -0.915 4.611 2.260
C -0.959 3.206 2.877
O -2.309 2.756 3.110
C -3.135 2.451 2.051
N -1.532 5.483 3.230
H 1.058 4.265 1.401
H 1.064 5.046 2.978
H 0.659 6.020 1.529
H -1.423 4.780 1.311
H -0.588 3.260 3.901
H -0.370 2.474 2.324
H -2.899 1.470 1.639
H -3.116 3.233 1.292
H -4.096 2.402 2.563
H -2.485 5.175 3.358
H -1.620 6.450 2.951

Calculated values
multiplicity	1
structure (SMILES)	COC[C@H](C)N.COCCNCCOC.CCO.CCO.CCO.CCO
frontier orbital gap	9.86	eV
energy above the lowest of the compared OMol25 structures with the same formula, charge and spin	392.0	kJ/mol
M	406.60	g/mol
E	-36782.8483	eV
strongest force on any atom	0.0851	Eh/bohr